96
Properties=species:S:1:pos:R:3:mulliken_charge:R:1 method="wB97M-V/def2-TZVPD" de_lowest_ev=0.081 mol_weight_g_mol=831.1 lumo_ev=2.11 total_charge=-1 homo_lumo_gap_ha=0.2288
Ca 0.55866 0.53613 -0.24657 1.937
S 2.94962 1.42125 -2.53994 -0.389
C 2.63426 2.83091 -1.61247 -0.116
C 3.28336 4.07016 -1.83895 -0.824
C 2.97459 5.16413 -1.06768 -0.088
C 2.01508 5.06028 -0.05577 -1.032
C 1.41899 3.82994 0.11675 -0.429
N 1.71118 2.75594 -0.62203 0.120
H 4.01965 4.12779 -2.62816 0.403
H 3.47480 6.10940 -1.24774 0.348
H 1.74440 5.90239 0.56540 0.429
H 0.65596 3.67037 0.87446 0.541
N 3.54860 -2.85369 -2.01088 0.010
C 4.45007 -2.59647 -1.00035 0.294
C 5.75618 -3.01634 -0.78594 -1.191
C 6.37782 -2.55375 0.35838 -0.367
C 5.71406 -1.70180 1.25200 -0.838
C 4.41469 -1.28672 1.03119 -0.305
C 3.76934 -1.74502 -0.11544 0.268
N 2.48933 -1.49523 -0.59308 0.598
C 2.41330 -2.15078 -1.71514 -0.068
C 1.24653 -2.14437 -2.58498 -0.631
C 0.92747 -3.07185 -3.52780 -0.857
S -0.57520 -2.67497 -4.23708 -0.211
C -0.63846 -1.26085 -3.26065 0.084
N 0.35684 -1.11296 -2.45386 0.667
H 3.75077 -3.27721 -2.89828 0.275
H 6.26665 -3.66914 -1.48231 0.389
H 7.39819 -2.84951 0.56539 0.367
H 6.23853 -1.35406 2.13269 0.436
H 3.90131 -0.61422 1.70048 0.454
H 1.45411 -3.97539 -3.78239 0.452
H -1.46500 -0.57394 -3.32408 0.044
O -1.07475 1.22717 3.54050 -0.822
C -1.39107 0.79906 2.42212 0.282
O -0.94140 1.23697 1.31645 -0.520
C -2.44849 -0.29993 2.36422 0.147
C -3.35407 -0.30076 3.42964 -0.657
C -4.40860 -1.18829 3.51084 -0.745
C -4.56129 -2.13003 2.49740 -0.572
C -3.66470 -2.16221 1.44916 -0.972
C -2.58347 -1.26164 1.33550 0.937
S -1.53280 -1.49123 -0.05686 -0.146
H -3.19304 0.43950 4.20266 0.459
H -5.09770 -1.15024 4.34538 0.364
H -5.37540 -2.84608 2.52989 0.372
H -3.77058 -2.91158 0.67370 0.343
C -3.24218 1.57702 -0.73908 -0.613
C -2.36237 1.68107 -1.93447 0.870
N -1.05035 1.68352 -1.93364 0.172
C -0.64925 1.94420 -3.22863 -0.723
C -1.73833 2.06673 -4.03041 -0.626
N -2.83281 1.89550 -3.20038 0.287
C -4.20430 1.81021 -3.61698 -1.191
N -4.47107 0.61604 -4.39047 0.766
N -4.88947 0.73253 -5.66954 -0.843
N -5.02645 -0.42728 -6.18651 -0.607
C -4.71486 -1.36808 -5.22845 0.239
C -4.70857 -2.76484 -5.29058 -0.713
C -4.32016 -3.44200 -4.15866 -0.662
C -3.93056 -2.75943 -2.98775 -0.506
C -3.93773 -1.38578 -2.90473 0.192
C -4.34840 -0.70272 -4.05611 1.334
H -2.60150 1.41331 0.12552 -0.879
H -3.95272 0.75266 -0.79860 0.436
H -3.79928 2.50799 -0.60136 0.567
H 0.39945 1.98177 -3.48159 0.271
H -1.85000 2.23821 -5.08657 0.446
H -4.46838 2.64564 -4.26506 0.322
H -4.83219 1.82795 -2.72734 0.499
H -4.99250 -3.27566 -6.20049 0.418
H -4.29150 -4.52384 -4.16536 0.380
H -3.57691 -3.31437 -2.12854 0.405
H -3.57480 -0.90890 -2.00307 -0.408
C 3.45874 2.28866 4.18706 -1.200
C 1.97511 1.95305 4.29623 -1.122
N 1.70258 0.52628 4.16907 0.970
C 1.03230 -0.07891 5.31202 -0.765
C 1.99395 -0.32834 6.46661 -1.351
C 1.60722 -0.00592 2.91683 0.683
C 1.16747 -1.43737 2.77945 -1.433
N 1.90755 0.61808 1.82938 0.100
H 3.61003 3.36615 4.26923 0.431
H 3.87857 1.96166 3.23587 0.188
H 4.01893 1.79782 4.98458 0.346
H 1.37357 2.49356 3.55876 0.309
H 1.60500 2.26541 5.27334 0.683
H 0.56130 -1.00851 5.00950 0.468
H 0.21592 0.58205 5.61433 0.434
H 2.78332 -1.01856 6.16532 0.257
H 1.46537 -0.75385 7.32069 0.464
H 2.46606 0.60104 6.79146 0.281
H 0.09291 -1.52229 2.95431 0.382
H 1.68909 -2.08840 3.48265 0.422
H 1.36588 -1.76492 1.76145 -0.244
H 2.15802 1.59078 1.98485 -0.375


93
Properties=species:S:1:pos:R:3:mulliken_charge:R:1 method="wB97M-V/def2-TZVPD" de_lowest_ev=2.285 s_squared=6.11 mol_weight_g_mol=992.9 spin_multiplicity=5 lumo_ev="-0.97 / -2.02" homo_lumo_gap_ha="0.2403 / 0.1949"
Os 0.30776 -0.61145 0.29098 0.183
C -5.71473 3.09732 3.14001 -1.523
C -4.45565 2.27562 3.25824 0.884
C -3.80370 1.80849 2.12350 -1.057
C -2.64849 1.04927 2.22168 -0.075
C -2.14751 0.75603 3.47929 0.451
C -2.77690 1.21089 4.63423 -1.009
C -3.92845 1.96696 4.51366 -0.740
S -0.64223 -0.12565 3.71492 1.250
O 0.41720 0.81819 3.88479 -0.675
O -0.85570 -1.09864 4.75331 -0.747
N -0.44911 -0.90133 2.27126 -0.214
C -0.31143 -2.27835 2.19482 0.638
C -0.82369 -3.32052 2.98496 -0.968
C -0.54094 -4.61236 2.60989 -0.475
C 0.21319 -4.88084 1.46122 -0.880
C 0.64017 -3.82373 0.70739 -0.077
N 0.38670 -2.55156 1.06776 0.431
H -5.75348 3.62170 2.18532 0.364
H -5.77482 3.83428 3.94157 0.392
H -6.60072 2.46145 3.20936 0.292
H -4.19145 2.06209 1.14256 0.388
H -2.11785 0.73019 1.33683 0.368
H -2.36251 0.96665 5.60650 0.459
H -4.42783 2.33012 5.40568 0.377
H -1.40745 -3.09318 3.85830 0.552
H -0.91304 -5.43611 3.20902 0.402
H 0.44567 -5.89206 1.15487 0.447
H 1.20414 -3.97018 -0.20442 0.265
C -3.21146 -3.23719 -0.30075 -1.829
C -2.41018 -2.32419 -1.23112 2.399
C -3.32210 -1.64685 -2.26085 -1.651
C -1.26970 -3.04593 -1.92722 0.443
C -1.41971 -4.36154 -2.34391 -0.482
C -0.39124 -5.02932 -2.99398 -1.626
C 0.81008 -4.38750 -3.23199 -0.605
C 1.00987 -3.07060 -2.82686 0.837
C 2.32900 -2.37597 -3.07358 2.191
C 2.47142 -2.00235 -4.55491 -1.531
C 3.52565 -3.21032 -2.60859 -1.577
C -0.04425 -2.41676 -2.19079 -0.805
N 0.13657 -1.06337 -1.70656 1.190
C -0.00610 -0.06547 -2.51237 -0.167
C -0.03322 1.21475 -1.86795 -0.024
C 0.04942 2.46536 -2.38254 -1.478
C 1.51309 3.98074 -0.90812 -1.173
C 1.82281 2.90206 0.14048 1.629
N -0.09591 1.14307 -0.49820 0.819
C 2.45178 3.46915 1.45770 1.763
C 3.73778 4.21255 1.03604 -1.757
C 1.54002 4.47395 2.17641 -1.589
C 2.86092 2.37644 2.44028 -1.746
H -3.88799 -2.63622 0.30982 0.366
H -2.55211 -3.79660 0.36955 0.331
H -3.82089 -3.94850 -0.86323 0.473
H -1.99172 -1.53801 -0.60766 -1.264
H -3.75521 -2.39526 -2.92889 0.358
H -2.77503 -0.92343 -2.87207 0.326
H -4.13420 -1.11707 -1.75907 0.423
H -2.35467 -4.87729 -2.15728 0.348
H -0.52839 -6.05986 -3.30313 0.388
H 1.61303 -4.91764 -3.73285 0.398
H 2.33564 -1.46107 -2.49542 -1.122
H 2.50881 -2.90364 -5.17419 0.350
H 3.39286 -1.43659 -4.71661 0.422
H 1.63213 -1.39193 -4.90287 0.311
H 3.62976 -4.12317 -3.20035 0.398
H 3.43740 -3.48887 -1.55482 0.314
H 4.44634 -2.63388 -2.72761 0.436
H -0.13567 -0.20340 -3.58146 0.601
H 0.11817 2.73363 -3.43097 0.498
H 1.38038 4.94745 -0.43305 0.947
H 3.54173 5.04685 0.35386 0.298
H 4.45164 3.53122 0.55794 0.273
H 4.21419 4.62754 1.93038 0.505
H 1.41645 5.40297 1.60738 0.397
H 1.99857 4.73443 3.13444 0.503
H 0.55842 4.04962 2.36100 0.171
H 3.58919 1.68467 2.01200 0.276
H 2.00038 1.80815 2.77699 0.294
H 3.31945 2.84830 3.31527 0.547
Cl 2.47666 5.56916 -2.90697 -0.154
C 2.47544 4.09838 -2.03181 -0.305
C 3.31769 3.07675 -2.33287 0.547
Cl 4.44664 3.22686 -3.62733 -0.197
C 3.25931 1.85987 -1.58621 0.624
Cl 4.23210 0.53639 -2.07470 -0.144
C 2.48656 1.70794 -0.37915 -0.819
O 2.38377 0.57756 0.19299 -0.922
C 0.00040 2.50554 0.05242 -0.541
O -0.67687 2.77826 1.06148 -0.802
C 0.09533 3.43125 -1.24732 1.452
Cl -1.16735 4.67565 -1.39573 -0.238


97
Properties=species:S:1:pos:R:3:mulliken_charge:R:1 method="wB97M-V/def2-TZVPD" de_lowest_ev=0.346 s_squared=0.75 mol_weight_g_mol=960.1 spin_multiplicity=2 lumo_ev="-3.31 / -3.39" total_charge=+1 homo_lumo_gap_ha="0.2576 / 0.2640"
Ti 0.21512 -0.59737 0.78019 -0.948
N 1.62874 -1.03507 4.71697 -0.060
C 0.56735 -0.86937 5.64829 0.116
C 0.83118 -0.39276 6.91945 -0.804
C -0.21361 -0.23669 7.81994 -0.626
C -1.51297 -0.52628 7.43553 -0.756
C -1.77393 -0.97248 6.14730 -0.779
C -0.72941 -1.16862 5.25719 0.928
S -1.02140 -1.83211 3.65275 -0.156
N 0.27755 -1.08425 2.81185 0.464
C 1.42898 -0.95805 3.38524 0.579
C 2.62358 -0.82988 2.48178 1.096
C 3.92420 -0.88280 2.94404 -1.108
C 4.95040 -1.03302 2.01682 -1.003
C 4.63248 -1.14660 0.67776 -0.882
C 3.30555 -1.02649 0.29234 -0.920
N 2.32803 -0.83466 1.17071 1.320
H 2.55395 -0.86496 5.07034 0.116
H 1.84626 -0.14665 7.20789 0.391
H -0.00763 0.12397 8.81811 0.396
H -2.32752 -0.39737 8.13460 0.404
H -2.78884 -1.18151 5.83298 0.499
H 4.16446 -0.83561 3.99588 0.453
H 5.97773 -1.07976 2.35115 0.453
H 5.39120 -1.30564 -0.07514 0.551
H 2.99740 -1.04776 -0.74500 0.786
Cl 2.85000 1.99405 -0.06597 -0.134
C 1.26792 2.50876 0.49483 1.610
C 0.41439 1.59783 1.10469 -1.939
C -0.73573 2.17703 1.64765 1.290
Cl -1.84041 1.19085 2.57959 -0.059
C -1.07824 3.51947 1.50957 -0.479
Cl -2.53395 4.15126 2.17356 -0.184
C -0.22663 4.36345 0.79838 0.578
Cl -0.64753 6.00729 0.54420 -0.161
C 0.97207 3.85720 0.30702 -0.557
Cl 2.03828 4.90102 -0.55738 -0.132
C -7.40760 -1.01058 3.11398 -1.519
C -6.17907 -1.03966 2.25078 1.052
C -5.26486 -2.08249 2.33027 -1.054
C -4.12142 -2.09666 1.54324 -0.231
C -3.89800 -1.05408 0.66490 0.143
C -4.79951 0.00143 0.55979 -0.631
C -5.93168 -0.00103 1.35045 -0.917
S -2.48963 -1.00261 -0.38029 0.918
O -1.94110 0.34486 -0.29885 0.145
O -2.83570 -1.51507 -1.67348 -0.764
N -1.37150 -1.87676 0.39671 0.725
C -0.65045 -2.93595 -0.16364 -0.004
C -1.09158 -3.89493 -1.07035 -1.131
C -0.18133 -4.86394 -1.43957 -0.513
C 1.11642 -4.84701 -0.92419 -1.143
C 1.46538 -3.82919 -0.06513 -0.074
N 0.59678 -2.88733 0.31299 0.631
H -7.47872 -1.89923 3.73896 0.349
H -8.30918 -0.95356 2.50261 0.358
H -7.40193 -0.13567 3.76582 0.345
H -5.44816 -2.89991 3.01711 0.342
H -3.41190 -2.91056 1.61736 0.410
H -4.60606 0.81917 -0.12212 0.415
H -6.63698 0.81739 1.27244 0.415
H -2.09326 -3.85553 -1.46919 0.563
H -0.47668 -5.63744 -2.13639 0.458
H 1.83513 -5.60822 -1.18961 0.464
H 2.46665 -3.75678 0.34529 0.444
C 5.33808 1.05969 -5.63375 -1.124
C 3.90813 0.68274 -6.00253 -0.384
C 3.34878 -0.47998 -5.18436 -0.788
C 3.27758 -0.22996 -3.68170 -0.674
N 2.47976 0.94340 -3.36073 -0.148
C 1.35046 0.99147 -2.63991 0.271
S 0.68537 -0.42487 -1.93626 -0.451
N 0.78459 2.19371 -2.52932 0.276
C -0.57513 2.45966 -2.05288 0.770
C -1.66781 2.06539 -3.03813 -0.294
C -1.84601 2.99784 -4.23357 -0.864
C -0.67312 3.02340 -5.21135 -0.965
H 5.71974 1.84657 -6.28350 0.381
H 6.00411 0.19970 -5.72868 0.297
H 5.41842 1.42419 -4.60677 0.242
H 3.86350 0.40942 -7.05823 0.391
H 3.25489 1.55757 -5.91051 0.205
H 3.98038 -1.36035 -5.33572 0.376
H 2.35026 -0.74181 -5.54255 0.288
H 4.27818 -0.09740 -3.25963 0.313
H 2.81094 -1.07776 -3.18642 0.441
H 2.76518 1.80303 -3.80461 0.274
H 1.22597 2.93943 -3.04540 0.416
H -0.60924 3.52962 -1.83228 0.588
H -0.70419 1.92460 -1.11891 -1.476
H -2.60161 2.01919 -2.47234 0.252
H -1.47768 1.04300 -3.37784 0.259
H -2.04386 4.01329 -3.87631 0.339
H -2.74409 2.68836 -4.77219 0.411
H 0.17809 3.58980 -4.82454 0.166
H -0.95425 3.49991 -6.15056 0.456
H -0.32850 2.01205 -5.44352 0.217